Entry 1:
C78H48Br6F2O16 | the ωB97M-V functional and the def2-TZVPD basis

Last column: Mulliken charge in e.
Geometry (Å):
Br: -3.06402 -2.40224 -3.33453  0.066
Br: 3.94499 0.77489 -6.05410  0.003
Br: 1.10740 2.26572 -5.35296  0.096
Br: -2.78490 -0.66643 -5.97545  -0.052
Br: -0.73182 -3.09744 -5.38124  -0.073
Br: 1.94736 1.66116 -8.44389  -0.100
F: -0.73308 0.67844 -2.78525  -0.272
F: 4.40096 2.85132 3.47433  -0.362
O: 4.74165 -7.19295 0.18429  -0.658
O: -3.12754 0.64158 -0.14910  -0.384
O: 0.82871 -0.38373 0.93038  -0.421
O: 1.44195 5.73558 5.37909  -0.642
O: 2.85895 -3.30339 -2.92729  -0.787
O: 2.09790 4.35354 -0.10760  -0.639
O: 6.68582 1.61374 0.11017  -0.520
O: -0.65748 -5.79305 -2.01167  -0.800
O: 0.38242 -1.65589 -0.88524  0.407
O: 5.46635 2.89239 1.49224  -0.423
O: 0.88598 0.48357 -1.14674  -0.540
O: 4.81656 0.81607 1.04403  -0.319
O: -2.91279 6.46981 2.25787  -0.635
O: -8.16941 -1.20777 -0.36326  -0.644
O: 1.83998 -8.63005 1.74218  -0.698
O: -0.96792 8.67491 -0.43738  -0.660
C: -0.18161 -6.49415 -1.14287  1.145
C: 2.07614 1.07520 -6.51354  -0.328
C: 2.87695 -8.24042 -3.41122  -0.462
C: -5.11432 2.38698 0.53963  -0.638
C: -0.79375 6.37925 -0.92722  0.630
C: 4.20653 2.77717 2.12736  2.177
C: -5.43725 1.10316 0.13362  0.201
C: 3.18536 -4.17692 -2.15008  0.166
C: 4.24549 -3.43377 1.88722  -1.265
C: 0.05295 5.25683 -0.85520  -0.204
C: 3.56882 -3.90702 -0.74891  0.792
C: -3.49879 -2.15701 -0.11932  -0.990
C: 3.82727 -2.38030 1.07073  0.221
C: -6.11606 3.23893 0.98962  -0.472
C: 2.53343 6.33193 1.80098  -0.489
C: -0.27264 9.54255 5.15375  -0.394
C: 0.84917 -6.58210 1.12962  0.499
C: 0.46942 5.91067 4.68654  0.023
C: 3.10263 -5.61918 -2.59385  0.145
C: 1.23971 -5.93774 2.31200  -1.050
C: -1.07905 5.07408 2.88349  -0.189
C: -1.26195 7.44225 3.66150  0.375
C: -7.73672 1.49104 0.60618  -0.435
C: 0.69894 -8.65973 -0.29605  0.236
C: -1.78718 8.72469 3.51431  -0.781
C: -2.03433 6.29897 -1.56178  -0.578
C: 0.03646 -7.94530 -1.29754  0.541
C: 3.46861 -2.60203 -0.25033  -0.680
C: -4.55630 -1.23036 -0.13509  0.238
C: -7.42415 2.78742 1.01303  -0.636
C: 0.99113 8.64596 1.58870  -0.785
C: 0.38267 -1.40351 -2.31689  0.701
C: 5.73323 1.76278 0.78327  0.375
C: -4.26188 0.20574 -0.14337  0.299
C: 0.27135 8.28842 5.32021  -0.835
C: -1.29215 4.15862 1.86127  -0.046
C: -0.01705 -4.47321 0.28853  0.239
C: 1.50880 6.42420 0.86426  1.217
C: -5.05542 -3.92243 -0.46134  -0.457
C: -3.74362 -3.50124 -0.33212  -0.481
C: 0.80729 3.73456 3.54429  -0.783
C: -2.48578 5.11252 -2.14170  -0.747
C: 4.11521 -4.94105 0.00330  0.128
C: -0.40594 -8.59317 -2.44601  -0.392
C: -0.08992 -9.93018 -2.67451  -0.875
C: 0.37328 -10.68206 -1.58843  -0.611
C: 1.24880 -7.99374 0.91871  0.907
C: 0.74229 7.58311 0.74407  0.425
C: 0.70011 -0.52038 -0.26081  0.117
C: -0.39836 4.08552 -1.45220  -0.380
C: 4.28792 -6.32061 -0.52275  0.268
C: 4.35250 -4.69325 1.35786  -0.556
C: 0.42216 2.71064 2.69328  -0.960
C: -1.60728 4.03555 -2.09713  -0.446
C: 0.01463 4.87481 3.71607  0.484
C: 3.57611 -7.95965 -2.25015  -0.715
C: -1.86437 6.34066 2.85940  0.366
C: 1.94021 8.51268 2.59977  -0.701
C: 0.77262 -10.04265 -0.44085  -0.765
C: 0.18947 -5.85043 0.14499  -0.486
C: 2.42412 -5.92017 -3.77760  -0.690
C: 2.24607 -7.23131 -4.14978  -0.903
C: -0.17413 7.24122 4.50450  1.081
C: 3.71235 1.37021 1.70527  -0.300
C: 1.34047 5.28723 -0.08047  -0.128
C: 3.65679 -6.63358 -1.82872  0.897
C: -6.11852 -3.05225 -0.38624  -0.887
C: 0.46346 0.13731 -2.44528  0.827
C: 0.88309 -4.62102 2.52241  -0.711
C: -2.55233 -2.43171 -5.18140  -0.427
C: -7.05965 -0.75780 -0.27304  0.267
C: -5.87345 -1.69056 -0.31800  0.448
C: -0.61522 2.95703 1.80122  -0.791
C: 0.25432 -3.90244 1.51983  -1.031
C: -6.74838 0.64010 0.15098  0.316
C: 2.71794 7.37929 2.71239  -0.711
C: -1.20651 9.80481 4.15016  -0.796
C: -0.40084 7.62961 -0.22034  0.446
H: 0.23153 3.20228 -1.42741  0.609
H: 3.50990 7.30984 3.44621  0.419
H: -4.08613 2.66529 0.66422  0.486
H: -2.89311 -4.14202 -0.52624  0.764
H: 2.01023 -5.09682 -4.34357  0.623
H: -2.72363 7.13396 -1.57677  0.457
H: -2.64824 8.89715 2.88158  0.480
H: 1.21526 0.45249 -3.16440  0.206
H: 3.73133 -1.35985 1.42056  0.202
H: 0.54309 -11.74050 -1.73807  0.391
H: 1.20235 -10.54560 0.41931  0.500
H: 1.23164 -1.97667 -2.69285  0.194
H: 1.00385 8.06965 6.08441  0.470
H: 1.74460 -7.56736 -5.04823  0.431
H: -0.41827 -10.36371 -3.60895  0.462
H: 1.53563 0.15398 -6.66369  0.310
H: 2.86443 1.61102 1.05178  -0.105
H: -8.25352 3.32668 1.45255  0.375
H: 0.01565 -2.84430 1.56980  0.352
H: -1.92262 3.04048 -2.39933  0.391
H: -2.03189 4.36798 1.10041  0.661
H: 0.21907 10.40084 5.60145  0.372
H: -5.23544 -4.97395 -0.65897  0.442
H: -0.86864 -8.01287 -3.23382  0.546
H: 1.55055 3.52371 4.30448  0.489
H: 3.16275 5.46826 1.92123  0.322
H: 0.40041 9.54926 1.54206  0.558
H: -0.51444 -1.87295 -2.72852  -0.930
H: -2.51202 -1.70775 -0.11079  0.739
H: 1.00357 1.79980 2.62889  0.771
H: 4.48638 -3.25813 2.92753  0.483
H: 3.02281 -1.76742 -0.76752  0.723
H: -0.92758 2.24274 1.04920  0.745
H: 2.80508 -9.29134 -3.66081  0.447
H: -3.20293 -3.15617 -5.64684  0.467
H: -5.90797 4.25782 1.29075  0.530
H: -7.10810 -3.47880 -0.46761  0.439
H: -8.79840 1.27991 0.60639  0.437
H: 4.64326 -5.55759 1.94413  0.544
H: 1.31255 -4.17830 3.41301  0.421
H: 1.86577 -6.50702 2.98668  0.540
H: -1.50230 10.82674 3.96168  0.435
H: -0.53685 -3.91690 -0.47439  0.708
H: 1.97142 9.34248 3.29329  0.504
H: -3.46682 4.97259 -2.56953  0.498
H: 3.53340 3.54011 1.74774  -0.912
H: 3.28390 0.81877 2.53890  0.384
H: 3.85906 -8.82690 -1.67097  0.467

Atomic forces in eV per Å
Br -0.13 -0.02 0.12
Br -0.95 0.12 0.05
Br 0.36 -0.28 -0.24
Br 0.12 -0.61 0.08
Br -0.32 0.19 -0.08
Br 0.17 0.09 0.95
F -0.03 0.23 0.43
F -0.13 0.33 0.03
O 0.38 -0.05 -0.15
O -0.01 -0.10 -0.43
O -0.02 -0.15 -1.09
O -0.01 0.08 0.63
O 0.05 0.30 0.03
O 0.76 -0.60 -0.12
O 0.46 -0.09 -0.54
O -0.24 -0.25 -0.58
O -0.22 0.74 -0.15
O -0.76 0.14 -0.11
O -0.29 0.97 -0.22
O -0.44 -0.80 -0.23
O 0.47 -0.11 0.04
O -0.77 0.22 -0.37
O 0.92 -0.44 0.80
O -0.32 0.26 0.09
C -0.12 0.77 0.13
C 0.21 0.37 -1.61
C -0.03 0.09 0.38
C -0.65 0.30 0.62
C 0.24 -0.40 0.39
C 0.45 -1.10 -0.28
C 1.02 0.00 -0.14
C -0.48 -0.70 -0.50
C -0.11 0.63 -0.06
C -0.51 0.46 -0.40
C 0.48 0.53 -0.94
C -0.39 0.98 -0.46
C -0.11 0.14 -0.20
C -0.22 0.24 -0.24
C -0.19 0.96 0.87
C 1.05 0.98 -0.87
C 0.49 0.75 0.44
C 0.10 0.04 -1.45
C 0.04 0.39 -0.14
C -0.20 -0.57 -0.77
C 0.22 0.15 -1.05
C -0.31 0.50 -0.25
C -0.42 0.94 -0.19
C -0.53 -0.19 -0.95
C -0.25 0.35 -0.32
C -0.79 -0.13 -0.30
C 0.04 -0.08 0.10
C -0.12 -0.64 1.06
C -0.16 -1.35 -0.86
C -0.20 -0.81 0.30
C 0.08 -0.08 0.50
C -0.21 -0.74 0.04
C 0.29 0.16 0.86
C -0.24 0.47 1.19
C -0.57 -0.52 -0.10
C -0.68 -0.31 -0.01
C -0.69 -1.16 0.91
C 0.93 -0.34 -0.32
C 0.30 -0.95 0.02
C 0.42 0.66 -0.17
C -0.80 -0.69 1.36
C 1.24 0.03 0.49
C -0.49 0.71 0.75
C 0.75 -0.04 -0.60
C -1.22 0.46 1.01
C 0.50 -0.06 -1.21
C -1.52 0.01 -0.46
C -0.28 -0.49 -0.11
C -0.16 -0.09 1.17
C 1.15 0.10 -0.06
C -0.88 -0.20 0.58
C 0.54 -0.97 -0.33
C 0.31 0.55 -0.64
C -0.86 -1.05 0.24
C 0.43 -0.41 0.06
C -0.89 -0.10 -0.41
C 0.02 -0.13 0.57
C -0.53 0.74 -0.35
C 0.65 0.31 1.12
C 0.50 0.01 -0.37
C -0.26 0.38 0.20
C 0.94 -1.04 -0.20
C -0.22 0.14 1.41
C -1.02 2.17 0.11
C -1.58 0.15 0.35
C 0.45 -0.29 0.22
C 0.11 -0.29 -0.42
C 0.81 -2.05 0.09
C 1.03 -0.24 0.27
C 0.29 0.26 0.08
C 1.10 -0.30 1.02
C 0.00 0.46 0.51
C -0.02 -0.11 -0.07
C -0.09 0.85 -0.77
C -0.37 -0.09 -0.47
C 0.25 -0.39 -0.59
C -0.02 -0.59 0.85
C 0.28 0.39 -0.41
H -0.04 0.05 0.15
H -0.16 -0.03 0.16
H 0.35 0.10 -0.37
H -0.16 -0.33 0.28
H -0.05 -0.04 -0.03
H 0.35 0.27 0.21
H 0.13 -0.25 -0.25
H -0.10 0.26 0.08
H 0.11 -0.23 0.31
H -0.10 -0.07 0.28
H 0.00 -0.35 -0.26
H 0.15 0.57 -0.26
H 0.19 0.09 -0.13
H -0.26 0.50 -0.05
H 0.24 -0.28 0.02
H 0.14 -0.28 0.84
H 0.27 -0.69 -0.49
H 0.25 0.53 -0.20
H 0.23 -0.04 0.58
H -0.09 0.20 -0.40
H -0.21 0.11 0.11
H -0.27 -0.13 0.48
H -0.10 0.04 0.12
H -0.07 0.12 0.11
H 0.38 0.33 -0.27
H -0.07 -0.19 -0.38
H -0.09 -0.05 -0.20
H 0.05 0.52 0.10
H 0.16 -0.34 0.22
H -0.19 -0.11 0.09
H -0.05 0.01 0.01
H 0.21 -0.23 -0.59
H 0.23 -0.13 0.01
H -0.24 0.09 -0.36
H -0.01 0.17 -0.33
H 0.23 -0.09 0.15
H -0.18 0.44 -0.01
H 0.17 -0.74 -0.02
H 0.14 0.19 0.16
H -0.54 0.40 0.05
H -0.15 0.12 0.24
H -0.22 -0.04 -0.06
H 0.22 0.00 -0.18
H 0.51 -0.12 0.12
H -0.06 0.32 -0.04
H 0.10 0.31 0.45
H 0.67 -0.41 0.08
H 0.60 0.40 0.34

Properties
E (Eh): -19848.9305
Highest occupied orbital energy (eV): -9.52
Gap between HOMO and LUMO (eV): 8.28

=====

Entry 2:
C16H32N5O3 | the ωB97M-V functional and the def2-TZVPD basis

Last column: Mulliken charge in e.
Geometry (Å):
O: -2.49235 -0.37645 2.38008  -0.460
O: -0.52372 -0.98238 1.60387  -0.411
O: -0.11737 5.62829 1.15424  -0.437
N: -2.75873 3.02463 -1.26838  -0.925
N: -1.21198 3.99683 2.60793  -0.343
N: 3.10879 -3.96593 0.08049  0.081
N: -0.79906 7.84770 0.35802  -0.359
N: -1.87132 3.26186 -0.18558  0.325
C: -1.38922 5.03484 1.61292  -0.011
C: -2.68952 1.36643 -3.06084  -1.107
C: 2.21300 -3.57766 -0.99403  -0.398
C: -2.24872 4.61857 0.38800  -0.652
C: -1.00574 2.65440 2.01384  -0.847
C: -1.67988 -0.22046 1.53335  -0.142
C: -1.94172 0.83078 0.41983  -0.314
C: -0.37947 6.88180 0.77131  0.447
C: -1.02802 3.41882 -3.08688  -1.239
C: 2.52126 -4.03030 1.41120  -0.644
C: -2.09033 2.29317 0.94961  0.161
C: 1.52558 -2.24145 -0.75207  -1.312
C: 3.98931 -5.07316 -0.27205  -0.692
C: -2.16439 2.66276 -2.37131  0.883
C: 3.34591 -6.42828 -0.57240  -0.965
C: 1.32005 -4.95649 1.61909  -1.012
H: -2.69485 1.54365 -4.16463  0.439
H: 1.44859 -4.34240 -1.19036  0.264
H: 1.61861 -6.00174 1.68179  0.301
H: -1.94289 5.86405 2.12404  0.460
H: -0.76948 4.39716 -2.62043  0.313
H: 0.57230 -4.85468 0.83015  0.240
H: 2.79654 -3.47762 -1.91437  0.446
H: 2.51130 -6.34757 -1.27062  0.272
H: 4.56757 -4.77244 -1.15281  0.406
H: -3.12949 2.41861 1.32437  0.265
H: -2.20679 5.32991 -0.46436  0.488
H: 3.29878 -4.29387 2.13386  0.361
H: -3.30286 4.54712 0.73409  0.298
H: -2.10852 0.46974 -2.76639  0.205
H: -1.00628 1.92151 2.85761  0.407
H: -0.86921 3.18948 -0.41552  0.704
H: -1.14041 0.71447 -0.35224  0.315
H: 4.08600 -7.09138 -1.02694  0.395
H: 2.21954 -3.01784 1.70003  0.314
H: -3.77066 1.29492 -2.77985  0.352
H: 0.82888 -4.70986 2.56400  0.387
H: -1.19820 3.50026 -4.18589  0.394
H: 0.20391 -0.33844 1.49551  0.343
H: 4.73456 -5.20335 0.51818  0.354
H: 0.82075 -2.29142 0.07896  0.227
H: 0.95975 -1.94888 -1.64101  0.435
H: -2.91211 0.55285 -0.05609  0.372
H: 0.03618 2.64192 1.58161  0.356
H: 2.99730 -6.92106 0.33479  0.225
H: 2.25528 -1.45373 -0.54404  0.355
H: -0.09990 2.78730 -2.98843  0.354
H: -0.43653 4.22501 3.23476  0.324

Atomic forces in eV per Å
O -0.98 -0.06 0.31
O -0.28 1.86 -0.67
O -0.15 1.22 -0.20
N 0.50 -3.06 -0.12
N 0.02 -0.13 -1.71
N 0.31 0.02 0.07
N -0.64 2.40 -0.79
N -0.66 2.50 1.01
C -1.22 0.49 0.98
C -1.55 2.41 -0.87
C 0.00 0.03 0.02
C 0.26 0.48 0.42
C 0.63 0.17 0.48
C 0.14 0.02 0.63
C 0.55 -0.53 -0.62
C 0.96 -3.93 0.84
C 1.24 -1.02 1.26
C -0.21 0.19 0.11
C 0.66 -1.45 0.65
C -0.16 0.08 0.10
C 0.18 -0.03 -0.21
C 0.00 -0.37 -1.29
C 0.07 -0.17 0.06
C -0.05 -0.07 0.18
H 0.32 -0.60 0.79
H -0.10 0.04 -0.09
H -0.06 0.00 -0.10
H 0.47 -0.51 -0.56
H -0.47 -0.58 -0.46
H 0.04 0.00 -0.01
H 0.12 -0.19 0.11
H 0.00 0.02 0.03
H -0.12 0.11 0.00
H 0.82 0.16 -0.20
H 0.16 -0.21 0.84
H 0.10 -0.05 -0.21
H 0.68 -0.17 -0.47
H -0.23 0.70 -0.07
H -0.25 0.45 -0.82
H -0.16 0.39 -0.23
H -0.51 0.41 0.44
H -0.02 0.05 0.01
H -0.01 0.01 -0.10
H 0.95 -0.41 0.02
H 0.02 0.01 -0.04
H -0.23 -0.01 0.96
H 0.09 -0.77 -0.29
H -0.14 0.10 0.09
H 0.04 -0.04 -0.05
H 0.02 -0.06 -0.01
H 0.82 0.08 0.33
H -0.85 -0.47 -0.12
H -0.07 0.02 -0.05
H 0.06 -0.08 0.02
H -0.62 0.48 -0.29
H -0.49 0.06 -0.10

Properties
E (Eh): -1127.9529
Net charge: +1
Highest occupied orbital energy (eV): -9.89
Energy above the lowest of the compared OMol25 structures with the same formula, charge and spin (kcal per mole): 158.8
Gap between HOMO and LUMO (eV): 5.59

=====

Entry 3:
C6H9N | the ωB97M-V functional and the def2-TZVPD basis

Last column: Mulliken charge in e.
Geometry (Å):
N: 2.28273 1.26738 -1.26367  -0.567
C: 0.34550 -0.17578 0.39813  0.152
C: -1.57719 -1.51913 -0.32628  -1.229
C: -1.87144 0.89400 0.55645  -1.227
C: 1.64649 -0.15103 0.58870  -0.798
C: -0.94771 -0.25816 0.22647  0.785
C: 2.61985 0.44524 -0.35090  0.007
H: 3.66154 0.13905 -0.17588  0.336
H: -0.84646 -2.12323 -0.87082  0.369
H: 3.11127 1.56585 -1.78109  0.240
H: -1.97960 -2.11656 0.50265  0.287
H: 2.05607 -0.59074 1.49948  0.303
H: -2.00047 1.52799 -0.33015  0.273
H: -2.86215 0.52523 0.84565  0.362
H: -2.41768 -1.29043 -0.99292  0.345
H: -1.47753 1.51705 1.36380  0.363

Atomic forces in eV per Å
N 0.28 -0.25 0.26
C -0.11 -0.07 0.00
C 0.00 -0.04 -0.07
C -0.03 0.06 0.06
C -0.19 -0.02 0.05
C 0.27 0.03 -0.02
C -0.14 0.12 -0.13
H -0.14 0.09 -0.07
H -0.14 0.06 0.12
H -0.14 -0.06 0.00
H 0.06 0.08 -0.15
H -0.07 0.12 -0.12
H 0.00 -0.13 0.15
H 0.18 0.03 0.01
H 0.21 0.04 0.07
H -0.04 -0.08 -0.15

Properties
E (Eh): -288.7027
Highest occupied orbital energy (eV): -9.16
Energy above the lowest of the compared OMol25 structures with the same formula, charge and spin (kcal per mole): 49.8
Gap between HOMO and LUMO (eV): 10.09
SMILES: [H]/N=C/C=C=C(C)C